The following is a DFT calculation (ωB97M-V/def2-TZVPD) of a cluster of 8 separate species, C72H152N8O8 in total.

CARTESIAN COORDINATES (ANGSTROEM)
C1 -5.03 -0.48 8.06
C2 -3.88 0.68 7.90
C3 -4.60 2.03 7.91
C4 -2.90 0.72 9.19
C5 -2.03 -0.54 9.24
C6 -1.05 -0.44 8.04
C7 -1.72 -0.24 6.64
C8 -0.62 0.61 5.83
C9 -1.88 -1.59 6.03
N1 -2.99 0.54 6.70
O1 -3.67 0.70 5.47
H1 -4.84 -1.21 8.84
H2 -5.97 0.07 8.13
H3 -5.26 -1.08 7.18
H4 -5.20 2.19 7.01
H5 -5.23 2.14 8.79
H6 -3.89 2.86 7.94
H7 -2.27 1.60 9.19
H8 -3.49 0.62 10.10
H9 -1.48 -0.61 10.18
H10 -2.53 -1.51 9.17
H11 -0.54 -1.40 7.94
H12 -0.28 0.31 8.25
H13 0.34 0.10 5.73
H14 -0.31 1.29 6.62
H15 -0.89 1.00 4.85
H16 -0.90 -2.05 5.86
H17 -2.52 -1.63 5.15
H18 -2.41 -2.18 6.78
H19 -3.66 1.65 5.38
C10 -2.72 3.35 1.38
C11 -3.02 4.60 2.09
C12 -1.79 4.99 2.91
C13 -3.22 5.83 1.05
C14 -3.89 7.09 1.64
C15 -5.16 6.65 2.38
C16 -5.01 5.58 3.48
C17 -4.42 6.21 4.76
C18 -6.48 5.09 3.86
N2 -4.27 4.44 2.92
O2 -4.13 3.27 3.77
H20 -1.89 3.42 0.67
H21 -2.55 2.48 2.01
H22 -3.63 2.94 0.94
H23 -1.59 6.05 2.79
H24 -2.05 4.85 3.96
H25 -0.84 4.52 2.67
H26 -2.20 6.17 0.85
H27 -3.67 5.55 0.10
H28 -3.29 7.69 2.32
H29 -4.18 7.72 0.80
H30 -6.09 6.38 1.86
H31 -5.53 7.60 2.76
H32 -3.44 6.64 4.56
H33 -4.19 5.43 5.49
H34 -5.06 7.02 5.11
H35 -7.15 5.82 4.31
H36 -6.51 4.32 4.64
H37 -7.21 4.78 3.12
H38 -4.38 2.59 3.14
C19 -3.04 -7.37 3.43
C20 -2.51 -5.93 3.22
C21 -3.14 -5.23 2.08
C22 -2.90 -5.09 4.57
C23 -2.04 -5.44 5.82
C24 -0.62 -5.04 5.32
C25 -0.06 -5.76 4.08
C26 1.06 -4.80 3.61
C27 0.35 -7.19 4.42
N3 -1.04 -5.99 3.01
O3 -0.67 -6.38 1.80
H39 -2.39 -8.17 3.76
H40 -3.93 -7.54 4.05
H41 -3.18 -7.67 2.39
H42 -4.11 -4.76 2.26
H43 -2.54 -4.34 1.87
H44 -3.27 -5.64 1.08
H45 -2.78 -4.03 4.36
H46 -3.94 -5.25 4.83
H47 -2.28 -4.79 6.66
H48 -2.08 -6.48 6.11
H49 0.05 -5.40 6.09
H50 -0.43 -3.97 5.46
H51 0.54 -3.86 3.38
H52 1.50 -5.18 2.69
H53 1.79 -4.46 4.34
H54 0.81 -7.67 3.56
H55 -0.39 -7.87 4.85
H56 1.12 -7.10 5.18
H57 -0.23 -5.61 1.42
C28 7.85 4.74 -3.19
C29 8.22 3.34 -2.69
C30 8.55 2.35 -3.87
C31 9.58 3.32 -1.77
C32 9.51 3.87 -0.26
C33 8.41 2.98 0.34
C34 7.06 3.07 -0.33
C35 6.26 1.94 0.34
C36 6.33 4.35 -0.08
N4 7.14 2.69 -1.80
O4 5.83 2.65 -2.39
H58 8.53 5.03 -3.99
H59 6.89 4.62 -3.70
H60 8.00 5.43 -2.36
H61 9.29 2.82 -4.52
H62 9.08 1.45 -3.56
H63 7.64 2.11 -4.42
H64 10.25 2.47 -1.88
H65 10.12 4.15 -2.22
H66 10.45 3.66 0.24
H67 9.39 4.95 -0.33
H68 8.09 3.16 1.37
H69 8.93 2.04 0.48
H70 5.31 1.63 -0.10
H71 6.07 2.14 1.39
H72 6.78 0.99 0.27
H73 5.25 4.32 -0.14
H74 6.71 5.17 -0.68
H75 6.55 4.57 0.97
H76 5.71 1.79 -2.80
C37 2.32 0.61 0.63
C38 1.01 -0.20 0.93
C39 0.53 -0.41 2.42
C40 -0.24 0.51 0.21
C41 -0.41 0.42 -1.30
C42 -0.30 -1.09 -1.77
C43 1.01 -1.76 -1.16
C44 0.83 -3.30 -1.37
C45 2.16 -1.27 -2.10
N5 1.18 -1.59 0.26
O5 2.28 -2.18 0.83
H77 2.29 1.47 1.30
H78 3.21 0.04 0.90
H79 2.57 0.87 -0.39
H80 1.47 -0.59 2.94
H81 0.04 0.49 2.78
H82 -0.28 -1.14 2.43
H83 -1.17 0.29 0.71
H84 -0.10 1.59 0.31
H85 -1.33 0.88 -1.68
H86 0.36 0.99 -1.82
H87 -0.23 -1.09 -2.86
H88 -1.17 -1.63 -1.41
H89 0.20 -3.88 -0.70
H90 1.79 -3.75 -1.11
H91 0.61 -3.59 -2.40
H92 1.97 -1.92 -2.96
H93 3.15 -1.52 -1.72
H94 2.12 -0.24 -2.45
H95 1.87 -2.60 1.59
C46 -3.36 -3.14 -8.57
C47 -2.42 -2.26 -7.70
C48 -1.25 -1.82 -8.68
C49 -3.27 -0.99 -7.29
C50 -4.22 -1.24 -6.08
C51 -3.36 -1.80 -4.98
C52 -2.62 -3.12 -5.32
C53 -1.62 -3.40 -4.10
C54 -3.72 -4.23 -5.47
N6 -1.87 -2.90 -6.51
O6 -1.01 -4.01 -6.90
H96 -4.38 -3.03 -8.18
H97 -3.43 -2.89 -9.63
H98 -3.04 -4.17 -8.41
H99 -0.55 -1.23 -8.10
H100 -0.60 -2.63 -9.05
H101 -1.71 -1.17 -9.42
H102 -2.72 -0.05 -7.22
H103 -3.95 -0.67 -8.08
H104 -4.67 -0.26 -5.92
H105 -5.06 -1.80 -6.48
H106 -4.09 -2.00 -4.20
H107 -2.71 -1.01 -4.59
H108 -2.16 -3.91 -3.30
H109 -1.04 -2.54 -3.75
H110 -0.88 -4.17 -4.33
H111 -4.55 -4.12 -6.16
H112 -4.16 -4.56 -4.53
H113 -3.23 -5.18 -5.67
H114 -0.39 -4.00 -6.17
C55 -6.46 4.80 -1.22
C56 -6.34 4.57 -2.73
C57 -7.70 4.41 -3.44
C58 -5.72 5.90 -3.24
C59 -5.19 5.71 -4.61
C60 -4.08 4.52 -4.61
C61 -4.61 3.16 -4.04
C62 -5.41 2.28 -5.08
C63 -3.35 2.36 -3.54
N7 -5.53 3.37 -2.90
O7 -6.15 2.29 -2.20
H115 -7.11 5.61 -0.90
H116 -6.81 3.89 -0.72
H117 -5.49 4.90 -0.73
H118 -8.25 3.91 -2.64
H119 -8.17 5.36 -3.70
H120 -7.68 3.92 -4.41
H121 -6.46 6.68 -3.44
H122 -4.95 6.23 -2.54
H123 -5.83 5.57 -5.48
H124 -4.74 6.64 -4.95
H125 -3.24 4.89 -4.01
H126 -3.84 4.34 -5.65
H127 -4.75 1.94 -5.87
H128 -6.15 2.92 -5.56
H129 -5.93 1.40 -4.71
H130 -3.14 3.00 -2.69
H131 -2.51 2.36 -4.25
H132 -3.48 1.33 -3.23
H133 -5.43 1.69 -1.98
C64 5.95 -5.49 -1.96
C65 6.36 -3.96 -2.17
C66 5.21 -3.09 -2.72
C67 6.74 -3.44 -0.68
C68 7.66 -2.20 -0.78
C69 9.02 -2.66 -1.53
C70 8.78 -3.14 -3.01
C71 8.57 -1.90 -3.75
C72 10.04 -3.97 -3.40
N8 7.60 -4.09 -2.98
O8 7.30 -4.58 -4.23
H134 5.62 -6.09 -2.81
H135 6.87 -5.83 -1.49
H136 5.09 -5.51 -1.30
H137 5.07 -2.15 -2.19
H138 5.15 -3.02 -3.81
H139 4.25 -3.58 -2.60
H140 5.82 -3.13 -0.19
H141 7.24 -4.23 -0.11
H142 7.17 -1.31 -1.17
H143 7.97 -1.87 0.21
H144 9.38 -3.54 -1.00
H145 9.87 -2.00 -1.38
H146 9.32 -1.14 -3.52
H147 7.60 -1.43 -3.65
H148 8.70 -1.98 -4.84
H149 9.94 -4.21 -4.46
H150 10.22 -4.70 -2.62
H151 10.88 -3.27 -3.40
H152 7.22 -5.51 -4.03

Values from the calculation:
Highest occupied orbital energy, eV: -7.39
Energy above the lowest of the compared OMol25 structures with the same formula, charge and spin, eV: 11.698
SMILES string: CC1(C)CCCC(C)(C)N1O.CC1(C)CCCC(C)(C)N1O.CC1(C)CCCC(C)(C)N1O.CC1(C)CCCC(C)(C)N1O.CC1(C)CCCC(C)(C)N1O.CC1(C)CCCC(C)(C)N1O.CC1(C)CCCC(C)(C)N1O.CC1(C)CCCC(C)(C)N1O
Charge: 0
Energy, Eh: -3873.76919
Frontier orbital gap, Ha: 0.2825
LUMO, Eh: 0.0111